Formula: ArH26O13
Source: OMol25
Level of theory: wB97M-V/def2-TZVPD

Geometry as XYZ:
```
40
Properties=species:S:1:pos:R:3:forces:R:3
Ar 0.2106 -0.0475 0.0080 -0.1 0.1 0.1
O 2.7339 -0.8576 -1.8408 0.1 -0.7 0.1
H 2.7241 -1.1152 -2.7626 0.1 -0.2 -0.2
H 2.6254 0.0933 -1.8562 0.0 0.9 0.0
O -1.6512 -1.9265 2.9446 0.3 0.2 0.5
H -2.5397 -2.2627 2.8277 -0.3 0.0 -0.2
H -1.1267 -2.4068 2.3039 0.0 -0.1 -0.3
O -1.4377 1.8392 -2.1608 -0.2 0.1 -0.2
H -0.7759 2.3926 -2.5755 0.2 0.3 -0.1
H -1.1520 0.9444 -2.3449 0.0 -0.6 0.0
O 1.5655 -2.9137 -0.3269 -0.4 -0.7 0.1
H 1.6142 -2.8190 0.6244 0.4 0.0 0.5
H 2.1284 -2.2179 -0.6664 0.2 0.6 -0.4
O -1.0902 -2.9413 -0.8074 -1.2 -0.3 0.3
H -0.9951 -2.5271 -1.6650 0.0 0.3 -0.3
H -0.2063 -2.9378 -0.4399 0.9 0.0 -0.1
O -1.7729 3.2050 0.0850 0.1 0.6 0.8
H -2.5044 2.8952 0.6190 -0.1 0.0 0.2
H -1.6620 2.5302 -0.5848 0.1 -0.5 -0.8
O 2.9876 1.9740 0.6890 0.8 -0.4 -0.2
H 2.1120 2.3329 0.8333 -0.8 0.8 0.4
H 2.9120 1.0515 0.9329 0.1 -0.3 0.0
O 2.5052 -2.2495 2.4040 0.0 -0.2 -0.3
H 2.6202 -1.3384 2.6740 0.0 0.3 0.1
H 1.9919 -2.6456 3.1082 -0.1 -0.1 0.3
O -3.4269 -1.7940 0.4041 -0.6 0.4 0.4
H -2.6530 -2.1659 -0.0189 0.9 -0.4 -0.3
H -4.1265 -2.4202 0.2176 -0.2 -0.1 0.0
O -2.1586 1.5062 3.3732 0.1 0.3 0.1
H -2.8424 1.8863 2.8217 -0.2 0.1 0.0
H -2.0754 0.6038 3.0648 0.1 -0.5 -0.1
O 0.7922 3.5161 1.2713 0.7 -0.1 0.2
H -0.0736 3.3290 0.9085 -1.0 -0.2 -0.3
H 0.8542 4.4713 1.2639 0.1 0.2 0.0
O 2.5953 1.9858 -1.9641 -0.4 -0.2 -1.1
H 3.2657 2.4168 -2.4943 0.1 0.1 -0.3
H 2.9066 2.0764 -1.0635 0.2 0.1 1.2
O -1.4485 -1.1482 -2.9204 0.3 0.3 0.0
H -1.0374 -1.1577 -3.7848 0.2 -0.1 -0.3
H -2.3884 -1.1574 -3.1016 -0.4 0.0 0.1
```
Positions in Å, forces in eV/Å.

Properties
* frontier orbital gap: 10.893 eV
* HOMO energy: -10.9 eV
* lowest unoccupied orbital energy: -0.0012 hartree
* energy: -41395.4308 eV
* charge: 0
* relative energy (zero: lowest compared OMol25 entry of this formula, charge and spin): 8.78 kJ/mol


Formula: C4H4O2
Source: OMol25
Level of theory: wB97M-V/def2-TZVPD

Geometry as XYZ:
```
10
Properties=species:S:1:pos:R:3:forces:R:3
C 0.9108 0.7834 -0.0335 0.3 0.7 2.1
C 0.9352 -0.8051 -0.0190 -0.5 -0.1 0.7
C -0.6177 0.7989 0.1405 0.0 -1.0 -0.7
C -0.5846 -0.7258 0.0008 -1.3 -2.1 1.3
O 1.6950 1.6589 0.0059 1.0 0.5 -0.4
O 1.7252 -1.6902 0.0682 0.1 0.6 -0.2
H -1.3078 1.3012 0.8558 1.3 -0.4 -0.1
H -0.7940 1.2117 -0.8100 -1.2 0.8 -1.5
H -0.7676 -1.2058 -0.9551 -0.9 0.4 -0.5
H -1.1945 -1.3271 0.7463 1.1 0.7 -0.7
```
Positions in Å, forces in eV/Å.

Properties
* frontier orbital gap: 9.123 eV
* HOMO energy: -9.6 eV
* lowest unoccupied orbital energy: -0.0173 hartree
* energy: -8305.6634 eV
* charge: 0
* relative energy (zero: lowest compared OMol25 entry of this formula, charge and spin): 136.41 kJ/mol


Among the records above, which one has the lowest HOMO energy? ArH26O13